(1)
# C4H3ClO2S2

A structure of composition C4H3ClO2S2 at a distorted geometry (ωB97M-V/def2-TZVPD, OMol25).

Output
Spin multiplicity = 1
Energy = -1561.124707 a.u.

Cartesian coordinates (Å):
C: 0.0348 0.0647 -0.1912
C: 0.5834 -0.3249 -1.3526
C: 2.3317 1.0051 0.0386
C: 0.9641 0.9228 0.6268
O: 0.9141 -2.6573 0.9189
O: -0.0128 -2.4651 3.1477
S: 2.2545 0.1786 -1.4365
S: 1.1382 -2.4857 2.3214
Cl: 1.1773 0.1997 2.3017
H: -1.0662 -0.1405 -0.1703
H: 0.1850 -1.1380 -1.9768
H: 0.2990 1.8221 0.8300



(2)
# C2H2O3S

A cluster of 2 separate species, C2H2O3S in total at a distorted geometry (ωB97M-V/def2-TZVPD, OMol25).

Output
Spin multiplicity = 1
Energy = -701.265180 a.u.

Cartesian coordinates (Å):
C: -0.1336 1.5559 -0.3809
C: -1.3585 1.4678 -0.7383
O: -3.0762 0.4131 1.4233
O: 0.9513 1.5811 0.0429
O: -0.9304 0.3506 2.5394
S: -2.1037 1.1217 2.2034
H: -1.8855 0.5428 -1.1006
H: -1.9553 2.3530 -0.8685



(3)
# C23H55BI2NO5P

A structure of composition C23H55BI2NO5P at a distorted geometry (ωB97M-V/def2-TZVPD, OMol25).

Output
Spin multiplicity = 1
Energy = -2301.794826 a.u.

Cartesian coordinates (Å):
C: 3.3365 0.5091 -0.3197
C: 2.5350 -0.7752 -0.8678
C: 1.1872 -0.3035 -1.6185
C: 0.2702 0.4445 -0.5459
P: -1.6085 0.1933 -0.8362
B: -2.3667 1.9028 -0.3450
N: -3.5719 2.3544 -1.1147
O: -1.7712 2.7068 0.6936
C: -2.1485 -1.1652 0.3389
I: -0.6088 -2.4333 1.2518
C: -3.4651 -1.4652 0.6775
C: -4.6585 -0.6462 0.0570
I: -4.0260 -3.0735 2.0329
H: 3.1183 0.5918 0.7859
H: 4.4426 0.3750 -0.5199
H: 2.9272 1.4546 -0.7963
H: 2.2613 -1.3838 0.0449
H: 3.1874 -1.4084 -1.5459
H: 0.6854 -1.1499 -2.1626
H: 1.5398 0.4722 -2.3725
H: 0.5672 0.2649 0.5294
H: 0.4225 1.5619 -0.7157
H: -3.2269 2.6368 -2.0479
H: -3.8832 3.2404 -0.6926
H: -2.1813 2.5131 1.5596
H: -4.4741 -0.2603 -0.9815
H: -5.5889 -1.2775 0.1583
H: -4.8408 0.2735 0.7074
C: 8.0136 1.7354 2.6262
C: 7.1968 2.4292 1.5487
O: 5.7959 2.2601 1.7001
C: 5.2290 2.7503 2.9056
C: 5.4304 4.2418 3.1099
H: 7.7898 0.6655 2.6450
H: 9.0813 1.8687 2.4383
H: 7.7990 2.1319 3.6198
H: 7.4561 1.9992 0.5790
H: 7.4459 3.4937 1.4914
H: 5.6091 2.1811 3.7607
H: 4.1582 2.5427 2.8479
H: 6.4870 4.5066 3.1807
H: 4.9406 4.5683 4.0299
H: 5.0085 4.8018 2.2716
C: -4.9337 1.0446 4.8182
C: -3.7394 1.9817 4.7324
O: -3.5534 2.5511 3.4401
C: -4.6251 3.3390 2.9393
C: -4.9581 4.5370 3.8109
H: -4.8338 0.2372 4.0884
H: -5.0065 0.6097 5.8173
H: -5.8731 1.5597 4.6110
H: -2.8318 1.4168 4.9539
H: -3.8038 2.7708 5.4879
H: -5.5090 2.7135 2.7755
H: -4.3114 3.6945 1.9545
H: -5.2845 4.2391 4.8087
H: -5.7591 5.1248 3.3576
H: -4.0803 5.1766 3.9314
C: 6.8489 -5.0204 -2.7399
C: 6.5816 -4.3252 -1.4153
O: 5.2804 -3.7666 -1.3188
C: 4.1955 -4.6755 -1.4361
C: 4.1984 -5.7613 -0.3731
H: 6.7035 -4.3258 -3.5715
H: 7.8737 -5.3973 -2.7709
H: 6.1787 -5.8664 -2.8994
H: 7.2822 -3.4950 -1.3055
H: 6.7675 -4.9996 -0.5733
H: 4.1721 -5.1075 -2.4423
H: 3.2839 -4.0827 -1.3320
H: 5.0883 -6.3907 -0.4322
H: 3.3233 -6.4047 -0.4877
H: 4.1781 -5.3169 0.6252
C: -7.3660 -1.9854 -5.0897
C: -6.4609 -0.9835 -5.7871
O: -6.2099 0.1848 -5.0213
C: -5.5758 -0.0116 -3.7653
C: -4.2108 -0.6696 -3.8683
H: -8.3227 -1.5221 -4.8341
H: -7.5529 -2.8442 -5.7385
H: -6.9252 -2.3581 -4.1638
H: -6.9464 -0.6508 -6.7068
H: -5.5170 -1.4496 -6.0872
H: -6.2341 -0.5742 -3.0940
H: -5.4578 0.9800 -3.3221
H: -4.2698 -1.6703 -4.3008
H: -3.7568 -0.7578 -2.8796
H: -3.5485 -0.0773 -4.5048



(4)
# C5H8N2

The molecule C5H8N2 (ωB97M-V/def2-TZVPD, OMol25).

Output
Spin multiplicity = 1
Energy = -304.827782 a.u.

Cartesian coordinates (Å):
C: 0.0195 0.3146 2.3885
C: -0.0441 0.0339 0.9124
C: 0.3561 0.8224 -0.1412
C: 0.0675 0.1197 -1.3535
N: 0.2568 0.6041 -2.6614
C: -0.4773 -1.0816 -0.9973
N: -0.5322 -1.1497 0.3836
H: 0.4327 -0.5326 2.9487
H: 0.6664 1.1788 2.5780
H: -0.9663 0.5464 2.8109
H: 0.8122 1.8044 -0.0666
H: 0.3207 -0.1514 -3.3327
H: 1.0837 1.1801 -2.7266
H: -0.8097 -1.9291 -1.5767
H: -1.1859 -1.7600 0.8340



(5)
# C34H87N13O20Zr

A structure of composition C34H87N13O20Zr at a distorted geometry (ωB97M-V/def2-TZVPD, OMol25).

Output
Spin multiplicity = 1
Energy = -3610.498604 a.u.

Cartesian coordinates (Å):
Zr: 13.8634 16.4091 12.6593
N: 15.2870 16.3148 10.4056
O: 15.9742 16.0388 9.4554
O: 14.1258 15.8102 10.7113
O: 15.7409 16.8356 11.4389
N: 12.7032 14.2925 13.7754
O: 13.3276 14.2378 12.6119
O: 12.2389 13.3225 14.3459
O: 12.6137 15.5048 14.1700
N: 15.8143 16.7200 14.3895
O: 15.5499 15.6225 13.8570
O: 16.7004 16.9238 15.0919
O: 14.9628 17.6828 14.0169
N: 12.7635 18.8748 12.3978
O: 13.5185 18.4038 11.5025
O: 12.2288 19.9679 12.4823
O: 12.4470 17.9802 13.3539
C: 19.5539 17.6675 9.1544
C: 19.1931 16.3558 9.8162
N: 20.1100 16.0010 10.9500
C: 20.3766 17.1194 11.8759
C: 19.2031 17.6574 12.6866
C: 19.5677 14.7635 11.5902
C: 20.5008 14.1674 12.6014
H: 18.9380 18.0543 8.2982
H: 20.6648 17.6259 8.8389
H: 19.4431 18.4830 9.8629
H: 18.1931 16.4349 10.2696
H: 19.0135 15.5493 9.0524
H: 21.1696 16.7355 12.5172
H: 20.8665 17.8914 11.2500
H: 19.5691 18.5292 13.2034
H: 18.3904 17.9086 12.0072
H: 18.8995 16.9406 13.4427
H: 19.3123 14.0504 10.8234
H: 18.5306 15.1119 12.1010
H: 20.4224 14.7990 13.4548
H: 21.5225 14.0309 12.2995
H: 20.1355 13.1693 12.9341
C: 20.0511 15.9051 19.2026
C: 20.6154 15.4214 17.8101
N: 21.3359 16.3552 16.9444
C: 21.9403 15.7402 15.7946
C: 23.3835 15.2744 16.0392
C: 20.4498 17.4560 16.6288
C: 21.2305 18.7639 16.3248
H: 19.0530 16.2814 19.0087
H: 20.6924 16.5891 19.7519
H: 20.0693 14.9898 19.8222
H: 21.2947 14.5952 18.0704
H: 19.6610 14.9558 17.3180
H: 21.3513 14.8943 15.4417
H: 21.8895 16.4711 14.9902
H: 23.8073 14.7812 15.0870
H: 24.0143 16.1092 16.4031
H: 23.5279 14.4516 16.7513
H: 19.7796 17.6656 17.5072
H: 19.7898 17.2144 15.7383
H: 22.1549 18.7222 16.9412
H: 20.5137 19.5714 16.5315
H: 21.6619 18.9162 15.3135
C: 17.9476 8.7081 21.4105
C: 18.3420 10.1018 21.1025
N: 17.4742 10.6820 20.0901
C: 17.8568 12.0861 19.8490
C: 16.7096 12.9027 19.2343
C: 17.4564 9.8540 18.8065
C: 18.7137 10.0172 17.9715
H: 18.5235 8.3390 22.2973
H: 18.1873 8.0982 20.5766
H: 16.8165 8.7100 21.3644
H: 18.3056 10.7736 21.9549
H: 19.4114 10.1116 20.7858
H: 17.9751 12.5438 20.8837
H: 18.8211 12.1439 19.3301
H: 15.8253 12.6127 19.8026
H: 17.0536 13.8963 19.3785
H: 16.4760 12.8117 18.1985
H: 16.5960 10.1811 18.2141
H: 17.3013 8.8513 19.1566
H: 18.8174 11.0287 17.6403
H: 18.7617 9.3468 17.1368
H: 19.5960 9.7793 18.4686
C: 14.0033 14.7864 17.4288
C: 13.5148 16.1512 17.8459
N: 14.4880 17.2634 17.5920
C: 13.8315 18.5871 17.6159
C: 14.7861 19.7767 17.2917
C: 15.6451 17.1971 18.5425
C: 15.3720 17.5016 20.0048
H: 14.5030 14.8061 16.4384
H: 13.1700 14.0687 17.4711
H: 14.7772 14.4898 18.1017
H: 12.6280 16.3772 17.2798
H: 13.3291 16.1139 18.9572
H: 13.1139 18.5584 16.8035
H: 13.2222 18.7062 18.6257
H: 15.4357 19.5876 16.4588
H: 14.1363 20.6591 17.1633
H: 15.4299 19.9838 18.1469
H: 16.4323 17.7700 18.0295
H: 16.0657 16.1612 18.5685
H: 15.5045 18.5858 20.2504
H: 16.0080 16.8932 20.5775
H: 14.3810 17.1992 20.2669
C: 12.9352 10.6208 12.8799
C: 13.7107 10.6183 14.1624
N: 15.0975 10.2623 13.8164
C: 15.2483 8.7874 13.6099
C: 16.1889 8.3518 12.4678
C: 16.0032 10.6264 14.9095
C: 16.3461 12.1854 14.8193
H: 13.1562 11.4031 12.2101
H: 11.8945 10.5900 13.1577
H: 13.1697 9.7427 12.3090
H: 13.7470 11.5999 14.6279
H: 13.2213 9.8850 14.8607
H: 15.6891 8.3981 14.5713
H: 14.2074 8.3733 13.5792
H: 15.7869 8.6461 11.5062
H: 17.1452 8.8612 12.4793
H: 16.4383 7.2941 12.4954
H: 16.9139 10.1302 14.7212
H: 15.5105 10.4790 15.9127
H: 16.9559 12.4034 15.7303
H: 15.4874 12.8566 14.7314
H: 17.0429 12.4065 13.9687
C: 14.9772 12.3740 10.2534
N: 16.3716 12.8065 10.6609
O: 16.5200 13.8574 11.1923
O: 17.2992 12.1050 10.3336
H: 15.0215 11.3976 9.7713
H: 14.6313 13.1415 9.5715
H: 14.3206 12.5360 11.1111
C: 16.9547 20.2866 14.0698
N: 17.9471 21.4140 13.8606
O: 17.4644 22.4307 13.3833
O: 19.1308 21.2362 14.1695
H: 16.3537 20.4335 14.9217
H: 17.5606 19.3727 14.1153
H: 16.3514 20.2170 13.1437
C: 16.1118 21.3596 9.9074
N: 16.2238 19.8368 10.0543
O: 17.0901 19.4458 10.8217
O: 15.4716 19.1175 9.3886
H: 16.5378 21.8203 10.7968
H: 15.0844 21.5129 9.7027
H: 16.7152 21.5012 8.9571
C: 9.8028 17.2192 10.6964
N: 10.6489 16.4271 11.6676
O: 11.8854 16.3767 11.4865
O: 10.1194 15.9169 12.6119
H: 8.9703 16.6213 10.3323
H: 10.4275 17.5688 9.8645
H: 9.4778 18.0704 11.2718



(6)
# C4H13N2O

A cluster of 3 separate species, C4H13N2O in total at a distorted geometry (ωB97M-V/def2-TZVPD, OMol25).

Output
Spin multiplicity = 1
Total charge = +1
Energy = -344.602251 a.u.

Cartesian coordinates (Å):
C: 1.7671 0.7781 1.4378
C: 1.1460 -0.5753 1.8197
C: 0.1694 -1.1381 0.8129
C: 0.5881 -2.1470 -0.1262
N: -0.0684 -2.3473 -1.2659
N: -1.0407 -0.7045 0.7725
H: 2.5064 0.6492 0.6390
H: 1.0258 1.5225 1.0722
H: 2.2937 1.1903 2.2936
H: 0.6858 -0.5942 2.8055
H: 2.0570 -1.2002 1.8850
H: 1.5974 -2.5322 0.0218
H: -1.0563 -2.5801 -1.1147
H: 0.3215 -3.0527 -1.8875
H: -1.3915 6.1802 -3.7621
H: -0.8668 6.6836 -3.6233
H: -1.3515 -0.1869 1.5993
H: -2.3287 -0.1051 -0.4726
H: -3.0886 0.4623 -1.7358
O: -2.9657 -0.3028 -1.1711



(7)
# C36H84

A cluster of 6 separate species, C36H84 in total at a distorted geometry (ωB97M-V/def2-TZVPD, OMol25).

Output
Spin multiplicity = 1
Energy = -1421.446066 a.u.

Cartesian coordinates (Å):
C: -77.6314 -85.7730 49.0130
C: -76.7008 -86.9751 48.6869
C: -77.0295 -87.4704 47.3102
C: -76.0304 -88.6918 46.8924
C: -76.2859 -89.0539 45.3456
C: -75.4756 -90.2746 44.8740
H: -77.5981 -84.9859 48.5343
H: -77.6023 -85.3715 50.1223
H: -78.6226 -85.8962 48.8344
H: -77.1321 -87.6815 49.3753
H: -75.6063 -86.9850 48.8309
H: -76.9261 -86.3968 46.7876
H: -77.9130 -87.5769 47.3491
H: -76.3024 -89.6317 47.3229
H: -75.1129 -88.4709 47.1336
H: -76.3014 -88.1648 44.8379
H: -77.4189 -89.3814 45.2934
H: -74.5877 -90.1779 44.9368
H: -75.8752 -90.6049 43.7918
H: -75.6158 -91.0867 45.6509
C: -73.9005 -98.6535 49.2436
C: -74.0574 -97.7477 50.5420
C: -72.9980 -97.9857 51.5976
C: -73.0452 -96.8834 52.8180
C: -74.4016 -96.8677 53.4805
C: -74.5296 -96.1017 54.6962
H: -73.1954 -98.2240 48.5474
H: -74.8414 -98.5429 48.7949
H: -73.8126 -99.7686 49.5608
H: -75.0511 -97.7720 50.9706
H: -74.0082 -96.7013 50.2194
H: -71.9494 -98.1363 51.0224
H: -73.0688 -99.1403 52.0129
H: -72.7737 -95.9101 52.2808
H: -72.2077 -97.2655 53.4370
H: -74.8036 -97.8272 53.6296
H: -75.3045 -96.6675 52.7868
H: -74.4935 -95.0507 54.4635
H: -73.7790 -96.3606 55.2809
H: -75.4636 -96.0703 55.2277
C: -72.3352 -88.8480 42.0504
C: -72.8929 -89.7053 40.9241
C: -73.1581 -91.1669 41.5237
C: -71.9061 -92.0453 41.7870
C: -72.2296 -93.1812 42.6063
C: -70.9091 -94.1553 42.8029
H: -73.1914 -88.9000 42.6865
H: -72.1828 -87.6360 41.6775
H: -71.3407 -89.1052 42.4323
H: -72.2055 -89.7153 40.0230
H: -73.6417 -89.4009 40.3455
H: -73.8724 -91.5303 40.7519
H: -73.6801 -91.1473 42.4580
H: -71.1560 -91.2687 42.1252
H: -71.5734 -92.3078 40.7945
H: -73.0170 -94.0200 42.1507
H: -72.6267 -92.8327 43.4216
H: -70.1494 -93.4574 43.2725
H: -70.6873 -94.6787 41.9463
H: -71.1236 -94.9925 43.5754
C: -69.7520 -100.2471 49.4899
C: -69.8239 -98.9379 48.7883
C: -69.2684 -97.9058 49.8045
C: -69.6794 -96.4795 49.4076
C: -69.0273 -95.4396 50.3304
C: -69.3049 -93.9860 49.7862
H: -68.6516 -100.5792 49.2769
H: -70.5060 -100.9092 49.0818
H: -69.9047 -100.2093 50.5251
H: -70.9196 -98.8142 48.7266
H: -69.3538 -99.0383 47.7649
H: -68.1756 -98.0029 49.9072
H: -69.8252 -98.0226 50.8421
H: -70.8006 -96.6870 49.6288
H: -69.6115 -96.1889 48.3239
H: -67.9526 -95.5163 50.2751
H: -69.4249 -95.6860 51.2034
H: -68.8967 -93.3255 50.4841
H: -70.3318 -93.6909 49.8109
H: -69.0534 -93.6938 48.6686
C: -71.9828 -98.9677 45.4165
C: -73.3229 -98.2182 45.4593
C: -73.1639 -96.7584 45.4940
C: -74.4227 -95.9680 45.9282
C: -74.2370 -94.5005 46.2252
C: -75.6101 -94.0760 46.9112
H: -72.2602 -99.8898 45.5896
H: -71.2113 -98.5634 46.1144
H: -71.5741 -98.7445 44.3287
H: -73.9475 -98.4724 46.3278
H: -74.0069 -98.4972 44.7352
H: -72.7202 -96.4127 44.5408
H: -72.4177 -96.5805 46.1337
H: -74.7092 -96.5542 46.8510
H: -75.2462 -96.1858 45.2443
H: -74.0070 -93.8668 45.4136
H: -73.3868 -94.4620 47.0148
H: -76.5095 -94.3941 46.4670
H: -75.6421 -93.0968 47.2633
H: -75.8422 -94.5040 48.0006
C: -68.4065 -97.4430 44.4403
C: -68.8360 -97.8010 42.9221
C: -67.9986 -96.8975 41.9471
C: -68.6347 -97.0085 40.5721
C: -67.5453 -96.4270 39.4809
C: -67.9266 -96.7064 38.0316
H: -69.0133 -98.0865 45.1738
H: -68.4989 -96.3774 44.6852
H: -67.3815 -97.9446 44.5770
H: -69.9423 -97.3939 43.1082
H: -68.8333 -98.8541 42.9274
H: -67.0955 -97.2034 42.2301
H: -68.1672 -95.9404 42.3957
H: -69.5824 -96.4684 40.4981
H: -68.7338 -98.0801 40.2886
H: -66.5607 -96.6121 39.6350
H: -67.6554 -95.3737 39.6586
H: -68.8295 -96.1067 37.9156
H: -68.0743 -97.7417 37.6437
H: -67.4042 -96.4394 37.3160



(8)
# C21H28N4O4

A cluster of 5 separate species, C21H28N4O4 in total (ωB97M-V/def2-TZVPD, OMol25).

Output
Spin multiplicity = 1
Energy = -1336.963397 a.u.

Cartesian coordinates (Å):
C: -2.2040 -1.0172 -1.4838
O: -2.8453 0.1865 -1.9154
C: -3.4475 0.9813 -0.9941
O: -2.8650 1.9292 -0.5353
C: -4.9067 0.7258 -0.6991
C: -5.2618 -0.5828 0.0337
C: -5.8059 -1.6905 -0.8361
O: -6.7369 -2.3768 -0.5337
O: -5.1325 -1.8463 -2.0033
H: -2.8915 -1.6892 -0.9729
H: -1.8464 -1.5091 -2.3829
H: -1.3516 -0.7853 -0.8436
H: -5.2467 1.5741 -0.1099
H: -5.4317 0.7515 -1.6575
H: -4.4003 -0.9604 0.5917
H: -6.0465 -0.3926 0.7625
H: -5.7475 -2.1988 -2.6611
N: -1.1158 2.1046 1.8378
C: -0.2514 1.1021 1.5119
C: 0.7031 1.0243 2.4944
C: 0.3872 2.0231 3.4583
C: -0.7413 2.6705 3.0211
H: -1.9050 2.3727 1.2733
H: -0.3825 0.5387 0.6044
H: 1.5292 0.3330 2.5202
H: 0.9262 2.2392 4.3665
H: -1.3039 3.4790 3.4552
N: 1.3215 1.5919 -1.8667
C: 1.3263 0.8396 -3.0080
C: 2.6097 0.4082 -3.2175
C: 3.4072 0.9199 -2.1556
C: 2.5803 1.6458 -1.3391
H: 0.5114 2.0377 -1.4728
H: 0.4235 0.6783 -3.5720
H: 2.9362 -0.2057 -4.0413
H: 4.4647 0.7731 -2.0062
H: 2.7792 2.1899 -0.4318
N: -0.8728 -0.2633 5.4549
C: -1.3622 -1.5191 5.6776
C: -1.6365 -1.6355 7.0156
C: -1.2979 -0.3962 7.6231
C: -0.8309 0.4276 6.6318
H: -0.5857 0.1059 4.5621
H: -1.4736 -2.2227 4.8702
H: -2.0340 -2.5096 7.5041
H: -1.3870 -0.1398 8.6656
H: -0.4762 1.4435 6.6661
N: 5.5995 -1.5945 -4.2181
C: 5.8276 -0.3324 -4.6929
C: 6.8546 -0.4008 -5.5955
C: 7.2608 -1.7620 -5.6695
C: 6.4678 -2.4723 -4.8080
H: 4.9028 -1.8355 -3.5366
H: 5.2440 0.5042 -4.3491
H: 7.2681 0.4299 -6.1422
H: 8.0451 -2.1714 -6.2839
H: 6.4484 -3.5212 -4.5669